No. 1
A cluster of 3 separate species, C21H41N6O4 in total. Source: OMol25; level of theory: ωB97M-V/def2-TZVPD.

HOMO-LUMO gap   0.274 hartree
Highest occupied orbital energy   -10.18 eV
Net charge   +1
Energy   -39563.5035 eV

Element x y z (Å)
C: -6.123 -2.273 -0.972
N: -5.214 -2.166 -2.106
C: -5.320 -2.425 -3.400
N: -4.199 -2.198 -4.046
C: -3.340 -1.770 -3.130
N: -2.076 -1.416 -3.320
C: -1.272 -1.008 -2.199
C: -0.305 -1.862 -1.677
C: 0.419 -1.432 -0.569
C: 0.191 -0.184 0.008
C: -0.781 0.664 -0.523
C: -1.507 0.246 -1.634
N: -3.940 -1.743 -1.918
H: -6.195 -1.305 -0.493
H: -7.094 -2.606 -1.308
H: -5.738 -3.019 -0.287
H: -6.237 -2.784 -3.827
H: -1.700 -1.483 -4.251
H: -0.139 -2.820 -2.140
H: 1.173 -2.078 -0.146
H: 0.761 0.132 0.865
H: -0.971 1.635 -0.098
H: -2.266 0.874 -2.077
H: -3.615 -1.466 -1.005
C: 3.829 -1.983 -2.640
O: 3.568 -2.706 -1.451
C: 3.286 -4.088 -1.644
C: 4.422 -4.976 -1.180
N: 5.582 -4.863 -2.051
C: 6.800 -5.508 -1.558
C: 7.391 -5.057 -0.225
O: 7.960 -3.763 -0.232
C: 7.055 -2.691 -0.068
H: 3.801 -0.924 -2.389
H: 4.816 -2.209 -3.054
H: 3.070 -2.184 -3.402
H: 3.032 -4.290 -2.689
H: 2.405 -4.320 -1.035
H: 4.076 -6.014 -1.188
H: 4.645 -4.707 -0.139
H: 5.779 -3.887 -2.222
H: 7.567 -5.365 -2.322
H: 6.611 -6.585 -1.500
H: 8.218 -5.734 -0.002
H: 6.680 -5.155 0.605
H: 6.233 -2.952 0.605
H: 6.651 -2.351 -1.026
H: 7.608 -1.859 0.368
C: -1.343 7.734 3.486
O: -1.350 6.501 4.180
C: -2.537 6.236 4.917
C: -3.348 5.122 4.288
N: -3.943 5.535 3.022
C: -4.531 4.461 2.229
C: -3.646 3.302 1.777
O: -2.679 3.630 0.793
C: -1.499 4.244 1.291
H: -0.321 7.917 3.158
H: -1.988 7.717 2.601
H: -1.653 8.557 4.135
H: -3.136 7.143 5.033
H: -2.227 5.911 5.914
H: -4.150 4.838 4.977
H: -2.680 4.258 4.177
H: -3.246 6.010 2.465
H: -4.954 4.920 1.332
H: -5.371 4.044 2.795
H: -4.305 2.569 1.301
H: -3.168 2.787 2.620
H: -1.221 3.861 2.275
H: -1.609 5.329 1.333
H: -0.691 4.026 0.591

Forces on atoms 1 to 3 (eV/Å):
0.27 -0.18 -0.12
-0.57 -0.10 0.25
-0.16 -0.05 0.23

Mulliken atomic charge list, values in e, 2 entries: -0.781 -0.181


No. 2
An isolated molecule of CH3NS at a distorted geometry. Source: OMol25; level of theory: ωB97M-V/def2-TZVPD.

HOMO-LUMO gap   0.363 hartree
Highest occupied orbital energy   -9.21 eV
SMILES   C=NS
Energy   -13408.7039 eV

Element x y z (Å)
C: 0.994 -0.315 0.012
N: -0.022 0.479 -0.171
S: -1.708 -0.230 -0.075
H: 1.733 0.364 -0.039
H: 0.951 -1.428 -0.065
H: -1.949 1.130 0.338

Forces on atoms 1 to 3 (eV/Å):
-4.89 -0.28 -1.50
-0.41 -2.66 0.93
1.47 3.21 0.47

Mulliken atomic charge list, values in e, 2 entries: -0.213 -0.353


No. 3
A cluster of 2 separate species, CH4NO3 in total at a distorted geometry. Source: OMol25; level of theory: ωB97M-V/def2-TZVPD.

HOMO-LUMO gap (alpha / beta)   0.416 / 0.245 hartree
Highest occupied orbital energy (alpha / beta)   -11.07 / -11.07 eV
2S+1   2
Energy   -8731.4792 eV

Element x y z (Å)
N: -1.722 0.743 -0.344
C: -0.505 -0.280 -0.616
O: 0.091 -0.480 0.509
O: -0.533 -0.777 -1.782
H: -1.230 1.574 -0.727
H: -1.817 0.941 0.692
H: 2.779 -0.224 1.295
H: 1.420 0.179 1.232
O: 2.184 0.508 1.725

Forces on atoms 1 to 3 (eV/Å):
3.02 0.03 1.54
-1.72 -3.14 -3.24
-2.07 0.80 -2.74

Mulliken atomic charge list, values in e, 2 entries: -0.393 0.663


No. 4
An isolated molecule of C9H12N2 at a distorted geometry. Source: OMol25; level of theory: ωB97M-V/def2-TZVPD.

HOMO-LUMO gap   0.304 hartree
Highest occupied orbital energy   -7.39 eV
SMILES   Cn1cccc/c1=N/C1CC1
Energy   -12505.8213 eV

Element x y z (Å)
C: 0.030 2.015 0.229
N: 0.820 0.813 -0.067
C: 2.162 1.016 -0.260
C: 3.088 0.041 -0.145
C: 2.610 -1.279 0.107
C: 1.296 -1.517 0.252
C: 0.276 -0.476 0.080
N: -0.939 -0.853 0.035
C: -1.997 -0.026 -0.376
C: -3.309 -0.714 -0.492
C: -3.093 0.286 0.595
H: -0.323 2.490 -0.683
H: -0.846 1.753 0.820
H: 0.706 2.665 0.772
H: 2.367 2.075 -0.456
H: 4.114 0.205 -0.372
H: 3.333 -2.059 0.206
H: 0.865 -2.505 0.487
H: -1.808 0.771 -1.160
H: -3.270 -1.788 -0.170
H: -4.052 -0.519 -1.284
H: -3.080 -0.159 1.615
H: -3.550 1.271 0.514

Forces on atoms 1 to 3 (eV/Å):
0.10 -0.45 -0.21
-0.65 -0.26 0.09
0.24 0.64 0.18

Mulliken atomic charge list, values in e, 2 entries: -1.197 0.086


No. 5
An isolated molecule of C4H7NO2. Source: OMol25; level of theory: ωB97M-V/def2-TZVPD.

HOMO-LUMO gap   0.363 hartree
Highest occupied orbital energy   -8.93 eV
SMILES   O/C=C/C/C=N/O
Energy   -9843.9880 eV

Element x y z (Å)
O: -1.753 1.070 1.999
C: -1.069 0.576 0.936
C: -1.007 -0.712 0.593
C: 0.027 -1.253 -0.361
C: 0.641 -0.130 -1.130
N: 1.769 0.340 -0.780
O: 2.067 1.483 -1.512
H: -1.886 0.336 2.612
H: -0.552 1.362 0.396
H: -1.632 -1.428 1.124
H: 0.804 -1.752 0.228
H: -0.390 -2.006 -1.040
H: 0.048 0.375 -1.896
H: 2.933 1.740 -1.169

Forces on atoms 1 to 3 (eV/Å):
-0.21 -0.11 0.19
0.18 -0.25 -0.24
0.01 0.21 0.21

Mulliken atomic charge list, values in e, 2 entries: -0.489 0.035


No. 6
A structure of composition C33H33N5O2SScSi at a distorted geometry. Source: OMol25; level of theory: ωB97M-V/def2-TZVPD.

HOMO-LUMO gap   0.229 hartree
Highest occupied orbital energy   -10.53 eV
Net charge   +1
Energy   -85716.1157 eV

Element x y z (Å)
Sc: 0.617 -0.769 -0.612
C: 5.855 -2.151 -1.351
Si: 5.922 -1.311 0.361
C: 7.524 -0.287 0.422
C: 5.809 -2.503 1.841
C: 4.473 -0.069 0.520
C: 4.664 1.275 0.771
C: 3.580 2.146 0.875
C: 2.313 1.646 0.688
N: 2.082 0.348 0.435
C: 3.145 -0.496 0.374
S: 2.721 -2.140 0.060
H: 6.554 -2.980 -1.390
H: 6.135 -1.459 -2.140
H: 4.873 -2.550 -1.580
H: 8.366 -0.915 0.156
H: 7.718 0.111 1.413
H: 7.508 0.544 -0.278
H: 6.577 -3.266 1.780
H: 4.847 -3.003 1.878
H: 5.947 -1.976 2.781
H: 5.666 1.653 0.892
H: 3.724 3.191 1.088
H: 1.435 2.284 0.732
C: 2.690 0.065 -3.052
N: 1.380 0.046 -2.426
C: 0.397 0.650 -3.041
C: -0.862 0.803 -2.432
C: -2.043 1.400 -2.916
C: -2.970 1.323 -1.892
C: -2.330 0.692 -0.823
N: -1.064 0.365 -1.122
C: 3.387 1.414 -2.976
C: 4.681 1.498 -3.481
C: 5.342 2.711 -3.516
C: 4.727 3.853 -3.028
C: 3.452 3.770 -2.500
C: 2.780 2.557 -2.474
H: 2.604 -0.209 -4.117
H: 3.323 -0.687 -2.560
H: 0.550 1.068 -4.040
H: -2.187 1.827 -3.891
H: -3.977 1.686 -1.890
H: -2.744 0.483 0.150
H: 5.167 0.608 -3.857
H: 6.334 2.769 -3.933
H: 5.246 4.798 -3.058
H: 2.970 4.657 -2.115
H: 1.778 2.517 -2.061
O: -0.250 -1.031 7.357
C: 0.027 -0.203 6.347
O: 0.383 0.925 6.535
C: -0.127 -0.759 4.959
C: -0.097 -2.123 4.679
C: -0.185 -2.574 3.376
C: -0.313 -1.660 2.326
C: -0.344 -0.287 2.610
C: -0.250 0.155 3.911
N: -0.357 -2.025 0.979
C: -0.790 -3.177 0.600
C: -0.654 -3.582 -0.782
C: -1.018 -4.866 -1.194
C: -0.726 -5.267 -2.485
C: -0.112 -4.360 -3.339
C: 0.166 -3.082 -2.869
N: -0.078 -2.692 -1.621
H: -0.591 -1.890 7.074
H: 0.025 -2.856 5.465
H: -0.104 -3.633 3.175
H: -0.461 0.411 1.780
H: -0.266 1.208 4.148
H: -1.202 -3.903 1.300
H: -1.507 -5.535 -0.505
H: -0.958 -6.266 -2.820
H: 0.160 -4.637 -4.346
H: 0.626 -2.344 -3.518

Forces on atoms 1 to 3 (eV/Å):
0.78 -0.81 0.25
-0.07 0.19 0.60
0.21 0.04 -0.08

Mulliken atomic charge list, values in e, 2 entries: -1.254 -0.967


No. 7
A cluster of 8 separate species, C16H48O8 in total at a distorted geometry. Source: OMol25; level of theory: ωB97M-V/def2-TZVPD.

HOMO-LUMO gap   0.372 hartree
Highest occupied orbital energy   -9.66 eV
SMILES   CCO.CCO.CCO.CCO.CCO.CCO.CCO.CCO
Energy   -33747.3634 eV

Element x y z (Å)
C: -4.208 0.166 -2.381
C: -5.364 0.965 -2.891
O: -5.318 1.030 -4.328
H: -4.228 -0.851 -2.771
H: -4.150 0.239 -1.299
H: -3.287 0.618 -2.765
H: -5.297 2.007 -2.550
H: -6.338 0.594 -2.553
H: -6.105 1.490 -4.629
C: 0.660 -4.510 2.403
C: 0.877 -3.157 1.791
O: 2.218 -2.841 1.446
H: 1.004 -4.632 3.431
H: 1.021 -5.328 1.777
H: -0.428 -4.647 2.454
H: 0.457 -2.351 2.399
H: 0.230 -3.123 0.895
H: 2.546 -3.589 0.930
C: 0.097 -1.607 -2.034
C: 0.051 -2.042 -3.470
O: 1.289 -2.558 -3.929
H: 1.023 -1.977 -1.559
H: -0.622 -2.113 -1.390
H: 0.211 -0.532 -1.912
H: -0.270 -1.187 -4.086
H: -0.813 -2.695 -3.654
H: 1.103 -2.988 -4.770
C: -3.403 -2.721 0.419
C: -4.906 -2.931 0.500
O: -5.476 -1.759 -0.108
H: -3.137 -1.847 1.015
H: -3.143 -2.596 -0.629
H: -2.826 -3.545 0.843
H: -5.327 -3.039 1.499
H: -5.138 -3.792 -0.136
H: -6.383 -1.947 -0.365
C: 1.705 4.349 3.832
C: 3.120 4.640 3.356
O: 3.929 4.804 4.513
H: 1.673 3.404 4.372
H: 1.016 4.403 2.988
H: 1.362 5.100 4.547
H: 3.167 5.542 2.736
H: 3.445 3.793 2.738
H: 4.766 5.206 4.265
C: -1.563 0.603 0.939
C: -0.268 1.345 1.158
O: 0.550 1.245 -0.002
H: -2.209 0.617 1.820
H: -1.332 -0.405 0.603
H: -2.131 1.127 0.167
H: 0.315 0.978 2.013
H: -0.390 2.396 1.427
H: 0.955 0.378 -0.075
C: 3.028 0.347 3.308
C: 3.894 0.058 2.080
O: 4.463 -1.249 2.181
H: 2.327 -0.458 3.536
H: 2.486 1.296 3.258
H: 3.679 0.453 4.182
H: 4.621 0.859 1.988
H: 3.218 0.015 1.216
H: 3.672 -1.813 2.135
C: 2.600 1.972 -2.781
C: 2.448 2.243 -4.266
O: 2.613 3.601 -4.654
H: 3.496 2.391 -2.327
H: 2.649 0.878 -2.721
H: 1.754 2.288 -2.168
H: 1.545 1.838 -4.714
H: 3.261 1.675 -4.743
H: 3.517 3.877 -4.502

Forces on atoms 1 to 3 (eV/Å):
0.68 0.42 -0.49
-0.46 1.08 -0.51
0.04 -0.49 0.21

Mulliken atomic charge list, values in e, 2 entries: -0.744 -0.404


No. 8
A structure of composition C10H22FInN3O. Source: OMol25; level of theory: ωB97M-V/def2-TZVPD.

HOMO-LUMO gap   0.235 hartree
Highest occupied orbital energy   -4.10 eV
Net charge   -1
Energy   -25135.1349 eV

Element x y z (Å)
C: -0.673 -1.610 1.065
C: -1.290 -1.214 -0.267
N: -0.334 -0.595 -1.213
C: 1.018 -1.181 -1.224
C: 1.972 -0.475 -2.181
In: 2.324 1.721 -1.922
N: 4.346 2.009 -1.271
C: 1.021 2.782 -0.463
C: 1.210 2.475 1.011
F: 0.081 1.804 1.565
C: -0.945 -0.519 -2.478
C: -2.090 0.468 -2.568
O: -0.611 -1.193 -3.429
H: -1.467 -1.980 1.723
H: 0.073 -2.400 0.961
H: -0.214 -0.739 1.540
H: -1.760 -2.102 -0.722
H: -2.084 -0.486 -0.070
H: 0.963 -2.269 -1.422
H: 1.387 -1.057 -0.202
H: 2.958 -0.942 -2.050
H: 1.678 -0.682 -3.212
H: 2.140 2.541 -3.509
H: 4.882 2.394 -2.045
H: 4.800 1.125 -1.053
H: 1.205 3.852 -0.616
H: -0.027 2.600 -0.726
H: 1.336 3.378 1.623
H: 2.057 1.811 1.221
H: -1.931 1.308 -1.891
H: -2.184 0.807 -3.599
H: -3.023 -0.033 -2.286
C: -2.549 -2.084 5.345
C: -3.316 -1.639 4.189
N: -3.898 -1.286 3.264
H: -1.569 -1.610 5.336
H: -3.068 -1.814 6.264
H: -2.420 -3.164 5.312

Forces on atoms 1 to 3 (eV/Å):
-0.03 0.12 0.13
0.03 0.31 0.17
0.01 -0.43 -0.32

Mulliken atomic charge list, values in e, 2 entries: -1.267 -0.426


No. 9
A structure of composition C41H42F2MnN6O2S7. Source: OMol25; level of theory: ωB97M-V/def2-TZVPD.

HOMO-LUMO gap (alpha / beta)   0.196 / 0.196 hartree
Highest occupied orbital energy (alpha / beta)   -6.37 / -6.37 eV
2S+1   2
Energy   -168836.5166 eV

Element x y z (Å)
Mn: 0.658 0.295 -0.204
F: -1.528 -1.274 4.495
C: -0.710 -0.397 3.842
C: -0.495 -0.572 2.494
C: 0.343 0.296 1.788
C: 0.897 1.379 2.512
C: 0.661 1.497 3.876
F: 1.201 2.516 4.591
C: -0.135 0.616 4.582
C: 1.637 2.357 1.690
C: 2.404 3.423 2.165
C: 3.040 4.259 1.266
C: 2.896 4.035 -0.094
C: 2.106 2.975 -0.494
N: 1.510 2.142 0.363
H: -1.011 -1.372 1.979
H: -0.313 0.740 5.640
H: 2.493 3.590 3.225
H: 3.628 5.094 1.624
H: 3.348 4.685 -0.829
H: 1.912 2.786 -1.542
C: 3.421 -0.755 1.934
C: 3.674 -0.334 0.529
N: 2.754 -0.139 -0.376
C: 3.307 0.233 -1.583
C: 4.658 0.345 -1.591
S: 5.267 -0.050 -0.045
C: 2.369 0.456 -2.678
C: 2.640 0.584 -4.001
S: 1.173 0.715 -4.863
C: 0.282 0.577 -3.410
N: 1.031 0.469 -2.342
C: -1.204 0.531 -3.456
H: 2.390 -1.087 2.028
H: 3.578 0.080 2.620
H: 4.093 -1.564 2.217
H: 5.300 0.641 -2.402
H: 3.600 0.591 -4.487
H: -1.547 0.229 -4.446
H: -1.627 1.509 -3.232
H: -1.571 -0.198 -2.737
C: -4.113 1.158 -1.370
C: -3.756 0.358 -0.114
C: -4.616 -0.899 -0.034
C: -3.963 1.212 1.133
N: -2.365 -0.131 -0.107
N: -1.362 0.877 -0.225
H: -5.151 1.491 -1.325
H: -3.997 0.543 -2.266
H: -3.492 2.052 -1.474
H: -5.674 -0.642 0.011
H: -4.358 -1.474 0.858
H: -4.461 -1.529 -0.916
H: -5.019 1.463 1.246
H: -3.406 2.147 1.068
H: -3.631 0.674 2.022
H: -2.221 -0.788 -0.865
H: -1.383 1.439 0.623
H: -1.543 1.552 -0.977
C: -3.046 4.846 0.767
S: -1.420 4.189 1.219
C: -0.419 5.133 0.137
C: -0.267 4.909 -1.195
S: -0.903 3.649 -2.169
S: 0.810 6.048 -1.979
C: 1.290 6.970 -0.598
S: 2.426 8.168 -0.649
S: 0.463 6.481 0.822
H: -3.777 4.411 1.448
H: -3.286 4.578 -0.261
H: -3.055 5.927 0.882
C: 1.645 -5.465 -1.305
O: 0.690 -4.988 -0.370
C: 1.136 -4.513 0.813
C: 2.456 -4.622 1.247
C: 2.802 -4.245 2.534
C: 1.847 -3.747 3.406
C: 0.542 -3.609 2.970
C: 0.185 -3.957 1.675
N: -1.196 -3.871 1.347
C: -1.868 -3.646 0.224
C: -1.459 -3.230 -1.040
C: -2.271 -3.662 -2.133
C: -1.840 -3.552 -3.417
C: -0.547 -3.007 -3.650
C: 0.216 -2.495 -2.649
C: -0.263 -2.455 -1.288
O: 0.284 -1.780 -0.372
H: 1.081 -5.720 -2.198
H: 2.157 -6.351 -0.923
H: 2.374 -4.687 -1.546
H: 3.205 -5.039 0.592
H: 3.828 -4.359 2.859
H: 2.110 -3.460 4.415
H: -0.216 -3.215 3.636
H: -1.784 -4.038 2.151
H: -2.922 -3.891 0.329
H: -3.219 -4.140 -1.911
H: -2.441 -3.907 -4.242
H: -0.164 -2.988 -4.665
H: 1.193 -2.078 -2.848

Forces on atoms 1 to 3 (eV/Å):
0.66 0.05 0.05
0.02 -0.01 -0.02
-0.03 -0.05 0.06

Mulliken atomic charge list, values in e, 2 entries: 0.195 -0.452


No. 10
A structure of composition C5H7I5O at a distorted geometry. Source: OMol25; level of theory: ωB97M-V/def2-TZVPD.

HOMO-LUMO gap (alpha / beta)   0.307 / 0.157 hartree
Highest occupied orbital energy (alpha / beta)   -9.24 / -7.51 eV
Energy   -47845.7098 eV

Element x y z (Å)
C: -1.676 0.287 1.602
C: -1.342 -0.215 -0.856
C: 2.893 0.159 -1.214
C: -1.285 0.657 0.317
C: 2.227 -0.572 -0.159
O: 1.511 0.114 0.772
I: -5.200 -0.571 -0.444
I: -1.602 -2.336 -0.415
I: 4.928 0.901 -0.587
I: -0.784 2.544 -0.236
I: 2.642 -2.639 0.182
H: -1.755 1.057 2.361
H: -1.981 -0.663 2.004
H: -0.445 -0.157 -1.437
H: -1.991 0.239 -1.602
H: 3.232 -0.542 -2.016
H: 2.414 1.050 -1.421
H: 0.990 -0.527 1.229

Forces on atoms 1 to 3 (eV/Å):
0.87 2.24 -2.18
0.37 -0.48 -0.77
1.07 -3.37 0.91

Mulliken atomic charge list, values in e, 2 entries: -0.831 -1.277


No. 11
The ion C6H6N3O2 with charge +1 at a distorted geometry. Source: OMol25; level of theory: ωB97M-V/def2-TZVPD.

HOMO-LUMO gap   0.337 hartree
Highest occupied orbital energy   -13.15 eV
Net charge   +1
SMILES   [NH2+]=c1cc[nH]c2oc(=O)[nH]c12
Energy   -14877.8773 eV

Element x y z (Å)
N: 1.930 -0.386 1.409
C: 1.013 0.162 0.567
C: 1.452 1.052 -0.476
C: 0.645 1.367 -1.522
N: -0.634 1.017 -1.568
C: -1.146 0.290 -0.581
O: -2.324 -0.272 -0.579
C: -2.391 -1.148 0.535
O: -3.327 -1.793 0.888
N: -1.184 -1.134 1.201
C: -0.310 -0.315 0.477
H: 2.898 -0.280 1.246
H: 1.660 -1.215 1.846
H: 2.432 1.269 -0.337
H: 1.108 1.943 -2.417
H: -1.082 1.263 -2.438
H: -0.741 -1.820 1.749

Forces on atoms 1 to 3 (eV/Å):
-1.29 1.29 -0.57
-0.20 -1.23 -0.69
-3.18 -1.67 0.85

Mulliken atomic charge list, values in e, 2 entries: -0.436 0.645


No. 12
A structure of composition C3H7FeO3 at a distorted geometry. Source: OMol25; level of theory: ωB97M-V/def2-TZVPD.

HOMO-LUMO gap (alpha / beta)   0.278 / 0.271 hartree
Highest occupied orbital energy (alpha / beta)   -7.64 / -8.08 eV
2S+1   6
Energy   -43748.3200 eV

Element x y z (Å)
O: 2.901 0.007 -1.260
Fe: 1.059 0.218 -0.920
O: 0.156 -1.424 -0.252
C: -1.258 -1.454 -0.508
C: -1.853 -0.233 0.176
O: -1.355 1.047 -0.107
C: -0.116 1.375 0.578
H: -1.666 -2.346 -0.007
H: -1.638 -1.559 -1.535
H: -1.619 -0.402 1.246
H: -2.943 -0.242 0.029
H: -0.003 2.466 0.468
H: -0.191 1.181 1.665
H: 0.333 -1.496 0.848

Forces on atoms 1 to 3 (eV/Å):
-2.23 0.22 0.27
2.43 1.40 0.79
0.62 -1.72 3.16

Mulliken atomic charge list, values in e, 2 entries: -0.656 0.679